Record 1
Density functional theory data (wB97M-V/def2-TZVPD) for C30H86CrN30O18P2 as an isolated structure.

```
167
Properties=species:S:1:pos:R:3:forces:R:3
Cr 2.221 1.245 -3.436 2.0901 1.4725 -0.9525
C 0.204 0.329 1.200 -3.4022 -3.3410 1.7583
C 1.250 0.740 0.448 0.3270 1.1275 -0.9764
C 1.355 0.227 -0.995 -2.1386 -3.4887 1.3196
O 2.276 0.758 -1.697 0.5498 1.0920 -0.3018
C 0.667 -0.920 -1.375 -0.2373 0.4388 0.7660
C -0.302 -1.589 -0.462 1.0711 1.4707 -0.2166
C -0.580 -0.869 0.833 -1.6349 0.8821 1.4793
O -1.544 -1.409 1.489 2.1293 2.3670 -0.9639
O -0.880 -2.636 -0.591 0.3589 -0.8669 -1.2985
O 2.090 1.610 0.789 0.4771 0.2470 -0.2047
H -0.089 0.619 2.235 0.8844 0.4534 -0.8637
H 0.930 -1.449 -2.280 0.0084 0.1368 -0.2515
O 0.316 6.194 0.055 0.8494 -0.4872 -0.4543
P -0.993 5.969 0.731 1.4980 -1.4839 0.6414
N -1.698 4.486 0.414 1.0147 0.5376 0.9222
C -2.728 4.215 -0.565 0.0696 1.2031 0.0943
C -0.996 3.296 0.882 -0.1390 -0.4462 -1.5319
N -1.939 7.147 0.270 -2.1543 1.2625 -0.3491
C -1.904 7.810 -1.015 -1.9831 -0.8708 -0.8379
C -3.117 7.527 1.045 -0.8397 -1.1131 -0.7912
N -0.826 6.061 2.384 -0.5090 0.1975 -0.9884
C -0.369 7.339 2.949 1.1071 0.0720 0.8453
C -1.624 5.241 3.267 -0.9949 -0.1526 -0.1479
H -3.697 4.325 -0.100 -0.5499 -0.8820 0.0751
H -2.469 3.260 -0.990 -0.6625 -0.5405 -0.1881
H -2.785 4.937 -1.379 0.5104 0.1956 -0.1443
H -0.119 3.530 1.430 0.7899 0.4273 0.8295
H -0.616 2.729 0.015 -0.2081 0.0888 0.0724
H -1.601 2.596 1.440 -0.4622 0.0256 0.3483
H -0.935 7.882 -1.416 1.2380 -0.0210 -0.3349
H -2.590 7.296 -1.783 0.9134 0.5406 0.9355
H -2.325 8.795 -0.885 0.0754 0.4618 -0.0085
H -3.580 6.776 1.679 0.5353 -0.7364 0.0407
H -2.868 8.309 1.714 -0.1429 1.3393 0.2972
H -3.923 7.699 0.318 0.1865 0.7376 0.4255
H -0.858 7.496 3.912 -0.2354 -0.0204 -0.1319
H 0.698 7.225 3.214 -0.2709 0.3117 -0.2477
H -0.482 8.295 2.386 -0.1558 -1.0831 -0.2094
H -2.656 5.616 3.340 0.0154 -0.1569 0.0121
H -1.227 5.278 4.254 0.5274 0.0062 0.7609
H -1.666 4.187 2.976 0.0727 0.3865 -0.0198
O 0.690 -8.586 -1.643 -0.0841 -1.5381 0.3890
P 0.648 -7.136 -1.736 1.1076 1.9028 -0.7103
N -0.911 -6.592 -1.780 -1.2612 -1.6817 -1.4040
C -1.291 -5.212 -2.059 -0.6117 -0.7863 -1.9921
C -1.935 -7.672 -2.225 0.7070 1.3846 0.1125
N 1.672 -6.661 -3.041 -1.6847 -2.5814 1.2471
C 1.945 -7.815 -4.000 -0.4392 2.0482 -0.0416
C 2.018 -5.285 -3.220 0.4864 0.3504 0.2174
N 1.294 -6.271 -0.422 -0.6960 -0.0093 -2.1898
C 2.641 -6.762 -0.209 0.8845 0.5968 0.2889
C 0.389 -6.167 0.692 -0.1554 -1.7219 1.2152
H -1.760 -4.753 -1.237 -0.2914 0.6886 1.2282
H -2.076 -5.235 -2.860 0.6652 0.0916 0.3861
H -0.473 -4.592 -2.445 -0.3826 -0.2129 0.4258
H -1.469 -8.646 -2.196 0.0439 -0.0721 0.4742
H -2.328 -7.571 -3.248 0.4944 0.5905 0.0377
H -2.812 -7.598 -1.590 0.0215 -0.1447 0.3728
H 1.447 -8.741 -3.668 0.3805 0.7072 -0.0469
H 1.566 -7.479 -4.965 -0.2632 -0.3102 -0.2439
H 3.001 -7.947 -4.160 0.5733 -0.2573 0.3401
H 2.076 -4.993 -4.276 -0.0702 -0.0876 0.1269
H 1.227 -4.681 -2.722 1.0363 -0.0959 -0.4249
H 3.020 -5.067 -2.747 -0.6965 0.1044 -0.4109
H 2.727 -7.834 -0.042 -0.2151 -0.2535 -0.1667
H 3.266 -6.465 -1.071 -0.2612 -0.3559 0.4073
H 3.080 -6.291 0.662 0.0284 0.3173 0.2766
H 0.904 -5.609 1.456 0.3818 0.0616 0.7237
H 0.164 -7.240 1.084 -0.0278 1.8338 -0.2415
H -0.532 -5.591 0.525 0.3441 -0.5413 -0.4190
C 4.553 2.750 -2.264 -1.8389 -3.2759 -0.4983
O 4.041 2.021 -3.229 1.0323 1.4282 0.8708
N 5.250 3.869 -2.479 -0.8998 0.2551 1.6110
N 4.379 2.305 -0.985 0.8235 1.2728 -1.7570
H 4.924 4.497 -1.699 1.1995 0.6986 -0.9031
H 5.441 4.198 -3.416 -0.4657 -0.0528 0.3046
H 3.723 1.578 -0.711 -0.0859 0.1978 -0.3077
H 4.631 2.990 -0.312 0.1647 0.2476 0.9734
C 4.388 -0.426 -4.266 -0.4988 -1.1481 2.4884
O 3.135 -0.163 -4.415 1.4381 -0.1525 -0.0542
N 4.851 -0.823 -3.028 -0.6810 0.8765 -2.4884
N 5.199 -0.443 -5.320 0.1587 -0.0656 -0.6895
H 5.823 -0.945 -2.831 0.3766 -0.0065 -0.2010
H 4.254 -0.759 -2.207 -0.2718 -0.1419 0.1010
H 4.801 -0.381 -6.259 0.1741 0.0836 0.6993
H 6.125 -0.832 -5.228 -0.1514 0.0902 -0.0807
C -3.925 -0.067 -1.983 0.4104 -1.1287 1.3103
O -3.640 0.950 -2.635 -0.0023 -0.2615 0.1378
N -3.402 -0.395 -0.777 1.1156 2.0368 0.1632
N -4.769 -1.007 -2.475 -0.3161 -0.1184 -1.1307
H -3.680 -1.133 -0.168 -0.4989 -0.8476 -0.1679
H -2.898 0.317 -0.248 -0.1438 -0.1319 -0.5909
H -4.857 -1.977 -2.176 0.2430 0.6329 0.2941
H -4.889 -0.836 -3.454 -0.5747 -0.2631 -0.3476
C 0.431 -2.671 4.444 0.6618 -1.3433 -1.7850
O 0.189 -1.789 5.227 -0.0332 -0.3347 1.5672
N 0.331 -2.337 3.108 0.5224 -1.1139 -1.2595
N 0.836 -4.000 4.662 0.0354 0.4897 -1.2216
H -0.321 -1.592 3.002 -0.2082 0.3931 -0.1860
H 0.269 -2.981 2.285 -0.2184 0.3555 1.7077
H 1.230 -4.246 5.544 0.0933 0.0329 0.4462
H 1.196 -4.543 3.845 -0.6040 0.9386 1.2910
C 3.187 -1.901 0.166 0.7184 0.3655 0.3624
O 3.760 -1.154 -0.625 -0.0690 -0.5946 -0.0534
N 2.635 -3.145 -0.205 1.5616 1.7467 -0.0240
N 3.186 -1.532 1.516 0.6265 -1.2750 -3.0556
H 2.885 -3.423 -1.187 -1.0796 0.2558 1.6911
H 1.792 -3.397 0.296 0.1315 -0.5484 -0.7356
H 3.079 -0.569 1.720 -0.0803 0.7956 0.1063
H 2.659 -2.180 1.991 -1.5020 -1.0674 2.2387
C 1.447 4.061 -2.576 0.2916 -0.5094 0.3983
O 1.523 3.120 -3.458 -0.2330 0.0853 0.8643
N 1.418 3.864 -1.258 0.5543 -2.1405 -0.8495
N 1.365 5.323 -3.004 -0.1488 -0.3603 -0.7327
H 1.112 4.629 -0.698 -0.1858 1.0181 0.9573
H 1.683 2.953 -0.813 -0.3063 1.1287 -0.5030
H 1.550 6.097 -2.402 -0.0429 0.2931 0.4962
H 1.380 5.457 -3.997 0.0163 0.1361 -0.1360
C -0.504 0.554 -4.055 -0.0385 -0.1218 0.5512
O 0.755 0.427 -4.210 -1.8015 -0.3078 -0.6731
N -1.303 -0.512 -4.458 -1.0243 2.9294 1.5910
N -1.073 1.636 -3.477 -1.8939 -3.3000 -1.2436
H -0.834 -1.378 -4.634 -0.0065 -0.2835 0.0853
H -2.286 -0.452 -4.064 1.7149 -0.5873 -0.9213
H -0.686 2.489 -3.181 1.1077 0.6294 0.0446
H -2.074 1.440 -3.299 0.2800 0.8260 0.3769
C -3.262 -5.354 1.878 -0.1400 0.6294 1.2916
O -2.886 -4.377 2.535 -0.2641 -0.4845 -0.5082
N -4.371 -5.336 1.101 0.0924 -1.1222 -1.0507
N -2.633 -6.567 1.989 -0.1254 -0.0512 -0.7523
H -5.004 -4.562 1.067 -0.0778 0.5835 -0.0649
H -4.518 -6.082 0.423 -0.0710 0.4179 0.5127
H -2.934 -7.415 1.553 -0.3812 0.0445 -0.1802
H -2.003 -6.699 2.736 0.6731 0.2415 0.6687
C -3.930 0.278 3.963 -2.9393 0.4638 1.8575
O -4.169 1.170 3.153 1.1334 -0.6083 -0.8398
N -4.998 -0.041 4.822 1.9294 -1.3443 0.7835
N -2.735 -0.312 4.221 1.1884 -1.3245 -1.1966
H -5.003 -0.925 5.325 0.4305 0.2973 -0.1686
H -5.894 0.134 4.477 -1.2527 0.7981 -0.7591
H -2.601 -1.179 4.780 -0.8319 1.1785 -0.2498
H -2.301 -0.502 3.309 0.4226 0.4037 0.3281
C -5.992 -1.797 0.850 0.4635 -1.3552 0.0393
O -6.383 -2.927 0.514 -0.0453 1.2809 -0.0216
N -4.815 -1.645 1.527 0.1861 2.5669 -0.0242
N -6.599 -0.599 0.532 -0.2721 -1.4758 -0.7741
H -4.206 -2.351 1.889 -0.0304 -0.8211 0.0226
H -4.466 -0.671 1.589 -0.3160 -1.0619 0.3953
H -7.391 -0.642 -0.095 0.0959 -0.0276 0.3476
H -6.477 0.204 1.094 0.1982 0.6679 0.4636
C 4.141 5.789 0.908 0.3235 -2.0791 -1.1872
O 4.259 5.713 -0.341 0.3815 0.2545 0.4737
N 5.147 5.287 1.734 -2.5460 1.5398 1.5321
N 2.995 6.153 1.485 -0.0348 0.1539 1.4128
H 4.922 5.158 2.747 0.5038 -0.0042 -1.5645
H 5.871 4.803 1.293 1.1075 -0.6251 -0.4430
H 2.851 5.762 2.421 -0.1376 0.2687 -0.3426
H 2.154 6.321 0.944 0.1949 -0.0398 -0.2858
C 2.870 3.212 4.272 -1.2341 2.6793 0.6357
O 2.748 4.374 3.784 0.8843 -2.0934 0.1124
N 3.266 3.067 5.558 0.5590 -0.6945 1.0626
N 2.455 2.074 3.698 0.1736 0.2115 -1.2068
H 3.264 2.154 5.989 0.1033 0.1458 -0.1861
H 3.570 3.812 6.165 -0.2896 0.1989 -0.6087
H 2.304 2.051 2.699 -0.2621 0.0616 -0.2691
H 2.267 1.247 4.211 0.0668 -0.4512 0.4246
```
Forces are in eV/Å.

## Properties
- Spin multiplicity: 4
- Frontier orbital gap (alpha / beta): 7.07 / 7.36 eV
- LUMO level (alpha / beta): -3.0 / -2.7 eV
- Net charge: +1
- <S²>: 3.768
- E: -161073.94047 eV

Record 2
Density functional theory data (wB97M-V/def2-TZVPD) for a 14-piece molecular cluster, C28H84O14 overall.

```
126
Properties=species:S:1:pos:R:3:forces:R:3
C -5.061 2.442 -3.024 -0.3799 -0.8043 -0.2601
C -3.812 1.572 -3.081 0.5748 1.2642 1.4123
O -2.920 2.098 -4.071 -0.1769 -0.9139 -0.3901
H -5.489 2.469 -4.030 -0.2087 0.0764 0.0973
H -4.888 3.466 -2.706 0.3492 -0.0262 -0.0179
H -5.796 1.997 -2.348 -0.0391 0.0286 -0.0449
H -3.990 0.496 -3.109 -0.1498 0.0293 -0.7359
H -3.250 1.684 -2.146 -0.0646 0.0639 -0.0274
H -3.210 1.756 -4.924 0.0885 0.1338 -0.0568
C 5.473 0.699 1.588 -0.3250 0.2782 -0.3379
C 4.821 -0.653 1.787 -0.1740 0.1210 0.1023
O 4.474 -0.859 3.149 0.0970 -0.3418 -0.2967
H 5.583 0.920 0.522 0.2661 -0.0783 0.0535
H 6.424 0.764 2.114 0.0623 -0.0634 -0.0761
H 4.828 1.497 1.967 -0.0488 -0.0915 0.1150
H 5.491 -1.453 1.466 0.1223 -0.0150 0.2580
H 3.926 -0.765 1.159 0.0341 0.1914 -0.0581
H 3.641 -0.388 3.308 0.1426 0.0666 0.2715
C 0.900 0.036 0.157 0.5361 -0.0790 0.9903
C -0.047 1.219 0.207 -0.5728 -0.7650 0.8506
O -1.313 0.793 -0.315 0.0852 -0.2783 -1.0350
H 1.674 0.152 0.929 0.1063 0.3977 -0.2677
H 1.425 -0.138 -0.780 -0.2994 -0.0881 -0.1723
H 0.396 -0.862 0.527 -0.2461 -0.0584 -0.5384
H 0.357 2.098 -0.296 -0.1628 0.0629 -0.0927
H -0.239 1.429 1.262 0.3256 0.3722 -0.0110
H -2.064 1.227 0.099 0.2652 0.2691 0.2312
C 0.669 2.068 -4.162 0.2036 -0.0083 0.1305
C 0.363 3.529 -3.896 0.3124 0.3197 -0.1132
O -0.834 3.976 -4.485 -0.0436 -0.0222 -0.0403
H 0.677 1.813 -5.222 0.0650 0.2512 -0.0798
H -0.053 1.396 -3.692 0.0389 0.0857 0.2063
H 1.669 1.892 -3.756 -0.0701 -0.3600 -0.0019
H 1.165 4.162 -4.293 -0.0570 -0.1252 -0.2616
H 0.413 3.743 -2.818 -0.3692 -0.2383 0.0747
H -1.505 3.284 -4.378 -0.0621 0.1472 0.2216
C -1.076 -3.652 -2.745 0.3481 -0.0274 -0.2760
C -1.557 -2.265 -3.107 0.1011 0.3054 -0.1609
O -1.998 -1.574 -1.940 -0.4601 0.0000 0.0078
H -0.656 -4.199 -3.595 -0.0446 0.2150 -0.1363
H -1.896 -4.265 -2.374 0.0398 0.0951 0.2743
H -0.275 -3.553 -2.010 -0.1415 -0.2569 0.1976
H -2.380 -2.304 -3.827 -0.1354 -0.0195 0.1837
H -0.780 -1.666 -3.594 0.1121 -0.1919 0.0075
H -1.337 -0.944 -1.633 0.0018 0.0513 0.0308
C 5.375 2.056 -3.454 1.0199 0.0023 0.4557
C 4.375 2.702 -2.481 0.4930 -0.9458 -0.9478
O 4.098 1.886 -1.360 -0.1966 0.0655 0.2498
H 6.057 1.415 -2.884 -0.2092 -0.1183 0.0016
H 6.053 2.810 -3.865 -0.2934 0.0916 -0.2323
H 4.970 1.477 -4.282 -0.2942 0.0171 0.1029
H 3.480 2.889 -3.079 -0.1650 0.6203 0.4290
H 4.860 3.593 -2.094 -0.4604 0.2553 0.0742
H 3.557 1.127 -1.605 0.1017 -0.0661 -0.1132
C 3.892 -3.909 1.125 0.3644 0.8500 -0.0992
C 2.437 -3.556 0.815 0.4202 -0.5976 0.5736
O 2.164 -3.702 -0.568 -0.0935 0.1995 -0.0124
H 4.258 -3.583 2.103 -0.4973 -0.0572 0.1807
H 4.475 -3.278 0.443 0.2220 -0.4205 -0.1337
H 4.158 -4.956 1.007 -0.2027 -0.0492 -0.2731
H 2.244 -2.536 1.166 -0.0927 0.0615 -0.1274
H 1.761 -4.225 1.348 -0.0713 0.0604 -0.0614
H 2.693 -3.023 -1.011 -0.0510 0.0109 -0.0443
C 1.568 -1.992 4.276 0.3479 -0.8497 -0.0847
C 1.020 -0.590 4.132 0.3969 -0.3809 -0.0906
O 2.100 0.363 4.013 -0.6638 -0.1294 0.2560
H 0.782 -2.724 4.481 -0.1652 0.2303 0.0555
H 2.304 -2.079 5.078 -0.1510 0.2606 0.1415
H 2.092 -2.377 3.397 -0.0928 0.3860 -0.1397
H 0.416 -0.374 5.014 -0.1149 0.2160 -0.1152
H 0.402 -0.512 3.236 -0.0832 0.0690 0.0585
H 1.960 0.982 4.735 0.3412 0.2390 -0.1502
C -5.626 -1.751 -1.284 0.0320 -0.0740 -0.2232
C -4.785 -1.900 -0.023 0.2826 0.2726 0.1407
O -4.175 -0.651 0.362 0.0594 -0.4072 -0.4569
H -6.522 -2.371 -1.261 0.0478 -0.0775 -0.0296
H -5.031 -2.026 -2.159 -0.0777 -0.0479 -0.0074
H -5.940 -0.719 -1.444 -0.0510 0.0378 0.2731
H -3.988 -2.627 -0.201 -0.0504 -0.0686 0.0574
H -5.349 -2.251 0.840 -0.1946 0.1589 -0.0355
H -3.488 -0.540 -0.311 0.1530 0.1328 0.1481
C 2.124 -1.469 -3.408 0.1887 -0.1142 -0.4273
C 3.611 -1.709 -3.131 -1.4858 -0.1167 -1.1233
O 3.811 -1.462 -1.748 0.4416 -0.0468 -0.1281
H 1.876 -0.437 -3.154 -0.2620 -0.1579 0.3739
H 1.503 -2.222 -2.920 -0.0605 0.3344 0.3725
H 1.877 -1.550 -4.471 0.3616 -0.0920 -0.0342
H 4.142 -1.046 -3.821 0.5208 0.1057 0.5116
H 3.834 -2.741 -3.418 0.2777 -0.0213 0.2548
H 4.721 -1.706 -1.538 -0.0187 0.1502 0.1585
C -1.125 -4.134 0.941 0.8181 -1.3633 -0.3248
C -1.969 -4.429 2.153 -0.6088 0.7980 -0.0195
O -2.631 -5.680 1.980 0.2857 -0.0251 -0.0185
H -0.566 -3.200 0.944 -0.3240 0.2138 0.2060
H -1.654 -4.257 -0.002 -0.3468 0.3553 0.1543
H -0.367 -4.929 0.899 0.0391 0.1566 -0.0464
H -2.732 -3.647 2.266 0.0778 0.0009 0.1049
H -1.355 -4.427 3.059 0.0379 -0.0530 -0.0091
H -3.061 -5.890 2.813 -0.0495 -0.0815 -0.0392
C -2.680 3.584 1.152 -0.3343 -0.0412 0.7565
C -4.133 3.373 0.790 -0.1446 0.6080 -0.7697
O -4.990 4.021 1.722 0.1866 -0.2399 0.1475
H -2.432 3.030 2.061 0.1946 -0.2933 -0.2550
H -2.467 4.617 1.432 -0.1504 0.1411 -0.4452
H -2.082 3.291 0.290 0.3124 0.0325 0.1907
H -4.371 2.307 0.674 0.0205 -0.0476 0.2565
H -4.294 3.829 -0.198 -0.0008 -0.0872 0.0014
H -5.878 4.007 1.354 -0.0495 -0.0033 0.0970
C 1.523 3.684 2.615 0.0870 -0.2467 0.7222
C 0.780 4.781 3.349 0.4486 0.3053 -0.2313
O 0.135 4.216 4.480 -0.0637 -0.1381 0.0118
H 1.955 4.044 1.684 -0.2382 -0.1296 -0.1957
H 0.861 2.825 2.508 -0.0276 0.1119 -0.4919
H 2.352 3.301 3.218 0.0154 0.1905 0.0729
H 0.064 5.275 2.683 -0.1134 -0.1438 0.0145
H 1.499 5.552 3.658 -0.0838 0.0048 0.0677
H -0.475 4.861 4.846 0.0146 0.0101 0.0338
C -2.554 0.462 3.176 0.0626 0.3208 0.5086
C -2.504 -1.012 3.520 -0.8545 -0.4154 -1.0338
O -2.747 -1.218 4.899 0.5911 -0.0780 0.4784
H -2.754 0.683 2.130 0.2333 -0.3402 -0.1248
H -1.638 0.955 3.513 -0.0275 0.1224 -0.1314
H -3.377 0.923 3.728 -0.0002 -0.0413 0.0417
H -1.570 -1.492 3.212 0.2372 0.2120 0.3822
H -3.238 -1.555 2.914 -0.1914 0.2039 0.1110
H -3.614 -1.594 5.055 -0.0737 0.0187 -0.2296
```
Forces are in eV/Å.

## Properties
- Energy above the lowest of the compared OMol25 structures with the same formula, charge and spin: 1.983 eV
- Spin multiplicity: 1
- Frontier orbital gap: 10.17 eV
- LUMO level: 0.5 eV
- Net charge: 0
- E: -59059.79108 eV